1.
49
Properties=species:S:1:pos:R:3:forces:R:3:lowdin_charge:R:1 method="wB97M-V/def2-TZVPD" homo_energy_ev=-17.963 total_charge=+3
Tl -0.088 1.122 0.838 -0.3375 -0.6469 -0.2510 1.40
C 1.585 2.035 -2.761 -1.0305 2.5213 -1.5377 -0.60
O 1.405 1.825 -1.557 0.4216 -1.1701 0.6324 -0.03
N 1.820 1.092 -3.704 0.1918 0.0670 1.7882 0.22
N 1.439 3.291 -3.287 -0.0510 -0.1025 0.0571 0.20
H 2.032 0.197 -3.294 0.0256 -0.3476 -0.8525 0.09
H 1.602 1.321 -4.656 0.2576 -0.5650 -0.1928 0.13
H 1.033 4.068 -2.791 0.1683 -0.2918 0.4480 0.12
H 1.598 3.490 -4.263 0.1457 -0.2599 0.0110 0.12
C -1.422 -0.496 4.236 0.7177 -1.1777 0.2630 -0.60
O -1.618 0.022 3.117 -0.1295 0.8448 -0.7873 0.01
N -0.477 -0.141 5.113 0.2103 0.4097 -0.0587 0.21
N -2.105 -1.597 4.597 -0.1843 0.0424 -0.4410 0.21
H 0.047 0.712 5.009 -0.0601 0.0172 -0.1677 0.10
H -0.276 -0.780 5.861 0.0936 0.2757 0.3189 0.13
H -1.987 -1.976 5.520 -0.4210 -0.1159 0.0817 0.13
H -2.782 -1.981 3.961 -0.1063 0.0135 0.2112 0.12
C -1.901 1.810 -2.744 0.2288 0.4798 -0.8826 -0.62
O -1.509 1.339 -1.656 -0.2944 -0.2465 0.3420 -0.05
N -1.896 1.061 -3.869 0.3282 -1.0380 0.3183 0.19
N -2.304 3.068 -2.975 0.1910 0.0716 1.1036 0.21
H -1.619 0.098 -3.791 0.1418 0.1370 -0.1720 0.11
H -2.081 1.433 -4.783 -0.2132 -0.0048 -0.0233 0.13
H -2.684 3.289 -3.877 -0.2087 0.3742 0.0809 0.13
H -2.482 3.657 -2.176 -0.0965 0.1655 -0.2692 0.13
C 2.371 1.341 3.953 2.1946 1.6519 -0.6971 -0.62
O 1.283 1.531 3.373 -0.8254 -0.5649 -0.2419 -0.09
N 2.801 0.190 4.489 -1.3920 -1.4137 -0.0328 0.20
N 3.316 2.320 4.030 -1.0157 -1.1165 0.0703 0.22
H 2.206 -0.620 4.412 0.0229 0.1010 0.0258 0.11
H 3.677 0.034 4.951 0.1705 0.3129 0.0695 0.13
H 4.163 1.981 4.442 0.6210 1.0030 -0.0316 0.12
H 3.196 3.214 3.585 0.1390 0.0286 0.1758 0.13
C 1.303 -1.775 -1.713 2.1338 0.4927 0.9894 -0.60
O 0.712 -0.843 -1.116 -1.4350 -0.7075 -0.0728 -0.03
N 2.650 -1.712 -1.836 -0.0346 -0.3213 -0.6152 0.19
N 0.767 -2.890 -2.229 -1.3082 1.4049 0.4275 0.22
H 3.055 -2.507 -2.300 0.6642 0.1732 0.1179 0.12
H 3.223 -1.156 -1.224 -0.1135 0.0755 -0.0207 0.13
H -0.241 -2.909 -2.178 0.0746 -0.6645 -0.2738 0.10
H 1.350 -3.652 -2.520 -0.2855 -0.2862 -0.0780 0.14
C -2.395 -2.173 -0.289 -0.4652 0.8357 -1.4884 -0.61
O -1.978 -1.089 0.183 0.4096 -0.4169 1.2006 0.02
N -2.687 -2.219 -1.598 0.1511 -0.4826 -1.3315 0.20
N -2.651 -3.304 0.383 0.4131 0.3973 1.1496 0.23
H -3.012 -3.047 -2.071 -0.1115 -0.0947 0.2459 0.13
H -2.599 -1.413 -2.192 0.0109 0.3173 0.4604 0.11
H -3.258 -4.014 0.008 -0.0737 0.0258 -0.0518 0.14
H -2.584 -3.245 1.387 0.0663 -0.2039 -0.0176 0.12

***

2.
37
Properties=species:S:1:pos:R:3:forces:R:3:lowdin_charge:R:1 method="wB97M-V/def2-TZVPD" homo_energy_ev=-8.415
C -1.965 1.610 -0.996 0.5234 -0.6488 0.2455 -0.04
C -0.596 1.047 -0.654 -0.6209 -0.3209 1.9579 -0.30
C 0.560 1.671 -0.875 -0.0231 0.1619 -1.8098 -0.20
N 0.710 2.670 -1.851 0.6988 0.3475 0.1089 0.07
C -0.630 -0.229 0.172 0.7622 -0.7788 -1.2872 -0.12
C -0.318 -1.532 -0.700 0.5226 -0.3526 2.5361 -0.36
C -0.881 -2.754 0.123 2.0888 0.5176 -1.2416 -0.03
N 1.162 -1.609 -0.832 -0.6267 0.6024 -0.3118 0.04
H -2.712 0.993 -0.494 -0.0308 0.0314 -0.0744 0.06
H -2.093 2.613 -0.558 -0.0138 -0.0532 -0.8050 0.08
H -2.144 1.488 -2.065 -0.2280 0.7510 -0.0950 0.08
H 1.519 1.257 -0.556 -0.3005 0.1439 0.0925 0.11
H 0.017 3.365 -2.076 -0.4590 -0.3666 0.3552 0.08
H 1.623 3.080 -1.952 0.0640 -0.1247 0.2698 0.08
H -1.570 -0.366 0.715 0.1291 0.3126 -0.1514 0.09
H 0.182 -0.268 0.914 -0.3159 0.2425 0.1270 0.10
H -0.745 -1.568 -1.691 -0.3563 0.4128 -0.2369 0.12
H -0.821 -3.605 -0.579 -1.2010 0.1146 0.4988 0.10
H -0.167 -3.065 0.904 -0.3521 0.4892 -0.0487 0.05
H -1.790 -2.398 0.589 0.1164 -1.3329 -0.2732 0.03
H 1.554 -2.502 -0.573 -0.0401 -0.0544 -0.0397 0.07
H 1.531 -0.884 -0.236 0.4820 -0.3179 0.0614 0.03
O 1.140 -0.982 -3.745 -0.1556 -0.1381 -0.7114 -0.08
H 1.407 -0.629 -2.891 -0.3471 -0.0505 0.2148 -0.01
H 0.326 -0.550 -4.037 0.4091 0.0846 0.3696 0.03
O 0.423 3.836 1.536 0.0149 0.2430 0.1767 -0.05
H -0.294 3.468 1.020 -0.1919 -0.1253 -0.1553 0.01
H 1.091 3.148 1.517 0.2593 -0.1656 0.0428 0.01
O 1.328 -2.606 3.011 -0.6946 -0.0756 -0.9853 -0.07
H 1.607 -3.145 2.252 0.3277 0.0751 0.4711 0.03
H 0.431 -2.369 2.704 0.4157 0.0718 0.6041 0.02
O 2.664 0.959 2.480 0.6178 1.0384 0.3949 -0.05
H 2.433 0.351 1.785 -0.6455 -0.4194 0.2473 0.00
H 1.987 1.072 3.163 -0.0221 -0.5874 -0.6275 0.05
O -3.769 -1.661 1.346 -0.1569 0.0794 0.1936 -0.05
H -3.025 -1.772 0.743 -0.8352 0.2883 -0.0528 -0.03
H -4.411 -1.084 0.917 0.1853 -0.0955 -0.0611 0.04

***

3.
38
Properties=species:S:1:pos:R:3:forces:R:3:lowdin_charge:R:1 method="wB97M-V/def2-TZVPD" homo_energy_ev=-8.308
N 12.815 10.143 16.919 -5.3340 1.1460 -0.2995 0.13
C 14.057 10.224 17.258 6.2037 5.6458 2.3393 -0.61
N 14.791 9.131 17.061 1.0097 -2.9038 -0.3399 0.14
O 14.625 11.432 17.701 -3.1110 -5.9985 -2.0402 -0.17
H 12.228 10.965 17.198 0.9639 -1.3041 -0.5490 0.14
H 12.304 9.298 16.619 0.9420 0.7935 0.4277 0.12
H 15.809 9.047 17.222 -0.8798 1.0493 -0.1118 0.09
H 14.371 8.178 16.807 0.2934 2.5329 0.9620 0.07
C 16.228 6.714 18.971 -1.4817 -1.0141 0.6174 -0.17
O 17.477 6.786 18.494 3.6817 0.1755 -1.5850 -0.12
H 15.693 5.913 18.485 -0.4243 -0.7520 0.2867 0.07
H 15.657 7.557 18.728 -0.7389 1.5936 -0.1355 0.05
H 16.300 6.629 20.035 -0.6313 -0.3769 0.8965 0.09
H 17.705 5.988 17.966 -0.4169 0.5739 0.5969 0.04
C 12.978 4.539 18.742 1.7775 0.7283 -1.2338 -0.21
O 12.291 3.402 18.403 -1.6958 -1.5639 -1.0114 -0.11
H 12.386 5.440 18.563 0.3109 0.2174 0.0693 0.08
H 13.923 4.490 18.161 -0.3234 0.9543 0.0169 0.07
H 13.345 4.514 19.740 -0.3239 -0.1705 1.1064 0.08
H 12.044 3.474 17.455 0.2060 -0.2445 1.0959 0.10
C 17.846 7.944 15.431 -0.2600 1.5545 -0.4743 -0.15
O 17.818 8.731 16.624 -0.4320 0.5055 -1.9085 -0.11
H 17.389 8.494 14.578 0.0952 -0.0301 0.7692 0.10
H 17.327 7.011 15.511 -0.3140 -0.6710 0.3282 0.04
H 18.858 7.772 15.120 0.7449 -0.2695 -0.1455 0.06
H 18.002 8.130 17.327 0.0802 -0.8526 1.3823 0.02
C 14.501 6.792 15.101 0.6609 -3.2174 0.6228 -0.11
O 13.813 6.668 16.350 -1.2548 -0.8302 -0.6325 -0.16
H 15.124 7.623 15.040 0.4088 1.8189 0.0823 0.04
H 13.852 6.651 14.296 -1.2266 0.5422 -1.3972 0.07
H 15.193 5.938 14.977 -0.0425 0.0884 0.3140 0.09
H 12.997 6.122 16.193 1.2963 0.8960 0.3558 0.12
C 19.084 4.844 16.161 0.8076 -0.7300 -1.1513 -0.12
O 17.847 4.828 16.872 -0.0262 -0.8205 -0.9317 -0.14
H 19.739 4.036 16.558 0.0032 0.9809 0.0241 0.09
H 19.558 5.852 16.070 -0.5039 -0.8850 0.8479 0.09
H 18.917 4.550 15.109 -0.1292 0.1627 0.2463 0.09
H 17.397 4.020 16.560 0.0645 0.6751 0.5595 0.12

***

4.
36
Properties=species:S:1:pos:R:3:forces:R:3:lowdin_charge:R:1 method="wB97M-V/def2-TZVPD" homo_energy_ev=-10.236
C 8.460 -4.832 -5.302 0.1354 -0.8683 -0.4508 -0.18
O 7.923 -4.827 -4.004 -0.3329 -0.0767 0.3331 -0.12
H 8.876 -3.859 -5.563 0.0616 -0.1080 -0.2224 0.08
H 9.195 -5.635 -5.364 0.6087 0.3736 0.3320 0.07
H 7.758 -5.204 -6.047 -0.4733 0.5850 -0.1573 0.07
H 7.000 -4.574 -4.073 -0.0357 0.1024 0.1435 0.07
C -1.578 -1.281 -3.494 -0.9783 -1.2188 -0.2055 -0.19
O -0.445 -0.570 -3.925 0.0654 0.4087 0.5761 -0.11
H -1.597 -2.232 -4.026 -0.3696 -0.1551 -0.2157 0.07
H -1.653 -1.590 -2.452 1.0726 0.5469 0.2784 0.08
H -2.529 -0.768 -3.639 0.0321 0.2920 -0.4128 0.07
H -0.670 -0.254 -4.803 0.1948 0.1152 -0.0364 0.08
C 3.625 3.353 -3.591 1.2930 0.5721 -0.6543 -0.14
O 4.417 4.231 -4.420 -0.2036 0.3365 0.0366 -0.15
H 2.961 3.880 -2.906 -0.3119 -0.0249 -0.3437 0.07
H 3.143 2.741 -4.353 -0.4118 -0.2985 0.7306 0.08
H 4.344 2.802 -2.985 -0.3126 -0.4844 0.0526 0.07
H 4.496 5.109 -4.042 -0.0558 -0.1041 0.1782 0.06
C 7.997 -10.673 -4.872 -1.4369 0.7463 0.0081 -0.13
O 6.980 -9.965 -4.083 1.1794 -0.2341 -0.2674 -0.14
H 8.626 -10.014 -5.471 0.0178 0.2779 0.2214 0.07
H 8.643 -11.265 -4.224 -0.3490 -0.1269 -0.0547 0.07
H 7.384 -11.229 -5.581 0.5875 -0.6894 0.0209 0.07
H 6.957 -9.056 -4.391 0.0039 0.0373 0.0804 0.06
C 2.798 -4.466 -6.131 -0.0334 0.0970 0.4491 -0.17
O 3.436 -3.434 -5.412 0.6856 0.2111 0.5041 -0.13
H 3.551 -5.191 -6.440 0.0880 0.3977 -0.4891 0.08
H 2.158 -5.050 -5.469 -0.5318 0.1067 -0.0973 0.07
H 2.262 -3.966 -6.937 -0.1774 -0.8183 -0.3882 0.08
H 2.771 -2.807 -5.119 -0.0124 0.0039 0.0433 0.07
C 7.168 -6.816 -11.104 1.6325 -1.8094 -0.2495 -0.23
O 6.369 -5.816 -10.727 -2.7782 2.9630 0.6706 -0.10
H 6.788 -7.771 -10.740 0.1036 -0.4372 -0.1280 0.08
H 7.228 -6.829 -12.192 0.7295 -0.4002 -0.0585 0.09
H 8.102 -6.601 -10.586 0.5372 -0.5367 -0.5471 0.08
H 5.761 -5.637 -11.448 -0.2242 0.2177 0.3196 0.08